# C22H33N3O6S2

One molecule with the formula C22H33N3O6S2 at a distorted geometry (ωB97M-V with the def2-TZVPD basis set, the Open Molecules 2025 dataset).

Structure (XYZ):
```
66
Properties=species:S:1:pos:R:3
C 6.86 1.40 -0.10
C 5.39 1.14 -0.10
C 4.69 1.04 1.10
C 3.33 0.77 1.10
C 2.67 0.61 -0.10
S 0.91 0.40 -0.09
O 0.41 -0.15 1.14
O 0.38 -0.10 -1.33
N 0.39 1.98 -0.06
C 0.43 2.74 1.16
C -0.59 3.88 1.08
C -1.70 3.51 0.09
C -2.45 2.29 0.63
O -3.06 2.40 1.68
N -2.47 1.15 -0.09
C -3.40 0.10 0.28
C -2.97 -1.27 -0.24
O -3.65 -1.96 -0.97
N -1.80 -1.71 0.28
C -1.32 -3.03 -0.04
C -0.83 -3.76 1.23
C 0.51 -3.17 1.61
S 1.33 -3.03 0.00
O 2.08 -4.24 -0.27
O 2.09 -1.81 -0.11
C -0.17 -3.02 -1.04
C -4.83 0.51 -0.15
C -4.95 0.66 -1.67
C -5.87 -0.46 0.39
C -1.11 3.40 -1.33
C 0.28 2.75 -1.27
C 3.34 0.72 -1.30
C 4.70 0.98 -1.30
H 7.16 1.97 -0.98
H 7.40 0.45 -0.12
H 7.17 1.94 0.79
H 5.22 1.15 2.03
H 2.78 0.67 2.02
H 1.45 3.14 1.34
H 0.18 2.05 1.96
H -1.02 4.06 2.06
H -0.11 4.80 0.74
H -2.45 4.31 0.10
H -1.83 1.00 -0.85
H -3.40 0.05 1.38
H -1.16 -1.07 0.73
H -2.18 -3.56 -0.47
H -0.71 -4.82 1.00
H -1.57 -3.65 2.02
H 0.44 -2.17 2.02
H 1.10 -3.82 2.25
H -0.13 -3.91 -1.66
H -0.14 -2.12 -1.64
H -5.01 1.49 0.31
H -4.78 -0.30 -2.15
H -5.94 1.01 -1.93
H -4.22 1.38 -2.04
H -5.79 -0.55 1.47
H -6.87 -0.10 0.15
H -5.74 -1.44 -0.06
H -1.79 2.84 -1.97
H -1.02 4.40 -1.75
H 1.07 3.51 -1.31
H 0.43 2.06 -2.11
H 2.79 0.58 -2.22
H 5.23 1.06 -2.24
```

Properties
- Orbital gap: 9.6 eV
- 2S+1: 1
- Structure (SMILES): Cc1ccc(S(=O)(=O)N2CCC(C(=O)N[C@H](C(=O)N[C@@H]3CCS(=O)(=O)C3)C(C)C)CC2)cc1
- Energy: -2270.232048 Ha
- E_LUMO: 0.48 eV

These are the natural (NBO) partial charges, in e, on atoms 1 to 6: number 1, C, carries -0.630; number 2, C, carries 0.001; number 3, C, carries -0.213; number 4, C, carries -0.143; number 5, C, carries -0.317; number 6, S, carries 2.384